#A
Below is an isolated molecule of C3H4O3, with properties calculated with wB97M-V/def2-TZVPD.

- orbital gap (eV) = 8.9690

Structure (ORCA input):
```
! RIJCOSX wB97M-V def2-TZVPD def2/J DEFGRID3
* xyz 0 1
O -0.763 -0.517 -1.785
C -0.488 -0.540 -0.510
C -0.452 0.649 0.349
O -1.652 0.466 0.761
C 1.557 -0.404 0.738
O 0.741 0.390 1.318
H -0.579 0.361 -2.156
H -0.633 -1.503 -0.043
H -0.151 1.615 -0.105
H 2.421 -0.515 1.433
*
```

#B
Below is an isolated molecule of C3H4O3, with properties calculated with wB97M-V/def2-TZVPD.

- orbital gap (eV) = 9.5233

Structure (ORCA input):
```
! RIJCOSX wB97M-V def2-TZVPD def2/J DEFGRID3
* xyz 0 1
O 1.894 0.683 -0.269
C 1.383 -0.417 0.435
C -0.086 -0.661 0.504
O -0.670 0.327 -0.184
C -2.055 0.242 -0.366
O -2.642 -0.764 -0.587
H 1.155 1.097 -0.734
H 1.780 -1.369 0.037
H 1.721 -0.388 1.483
H -2.480 1.251 -0.320
*
```

#C
Below is an isolated molecule of C3H4O3, with properties calculated with wB97M-V/def2-TZVPD.

- orbital gap (eV) = 9.4138

Structure (ORCA input):
```
! RIJCOSX wB97M-V def2-TZVPD def2/J DEFGRID3
* xyz 0 1
O 0.752 -1.144 -1.605
C 0.727 -0.161 -0.667
C 0.155 -0.310 0.645
O 1.532 -0.250 0.556
C -1.433 1.269 0.345
O -0.545 0.809 1.193
H 0.207 -1.886 -1.313
H 0.794 0.827 -1.110
H -0.264 -1.237 1.034
H -1.925 2.082 0.922
*
```

#D
Below is an isolated molecule of C3H4O3, with properties calculated with wB97M-V/def2-TZVPD.

- orbital gap (spin up / spin down) (eV) = 8.6810 / 8.6817

Structure (ORCA input):
```
! RIJCOSX wB97M-V def2-TZVPD def2/J DEFGRID3
* xyz 0 1
O -0.297 -2.039 -0.233
C -0.498 -0.838 -0.287
C 0.079 0.224 -1.074
O 1.381 0.755 0.531
C 0.525 0.488 1.374
O -0.617 -0.086 1.119
H -1.480 -0.463 -0.899
H 0.576 0.004 -2.020
H -0.346 1.210 -0.941
H 0.677 0.746 2.431
*
```

Which of them is least stable? Easy: #A.

#A
Below is a structure of composition C63H70BiCl2N5O4STe, with properties calculated with wB97M-V/def2-TZVPD.

- orbital gap (eV) = 5.2448

Structure (ORCA input):
```
! RIJCOSX wB97M-V def2-TZVPD def2/J DEFGRID3
* xyz 0 1
Bi 0.928 -0.438 0.129
C -2.326 3.094 5.259
C -1.520 4.150 4.491
C -2.487 5.040 3.698
C -0.787 5.025 5.509
C -0.560 3.458 3.527
C -1.086 2.628 2.539
C -0.261 1.970 1.642
N -0.692 1.048 0.661
C -1.980 0.474 0.744
C -3.154 1.221 0.881
C -4.387 0.600 1.015
C -4.399 -0.792 1.004
C -3.276 -1.587 0.818
C -2.041 -0.938 0.624
O -0.918 -1.594 0.400
C -3.445 -3.106 0.953
C -3.763 -3.418 2.424
C -4.610 -3.593 0.077
C -2.202 -3.908 0.566
C -5.697 1.358 1.223
C -6.319 0.938 2.562
C -6.667 1.027 0.082
C -5.491 2.871 1.247
C 1.149 2.130 1.722
O 1.883 1.479 0.819
C 1.696 2.903 2.756
C 0.818 3.575 3.614
C 3.205 2.909 3.025
C 3.997 3.351 1.792
C 3.582 3.843 4.177
C 3.628 1.488 3.420
H -3.066 3.574 5.903
H -2.854 2.422 4.580
H -1.667 2.488 5.882
H -3.185 5.542 4.370
H -1.939 5.802 3.141
H -3.070 4.455 2.985
H -1.513 5.492 6.176
H -0.102 4.439 6.122
H -0.220 5.820 5.023
H -2.150 2.452 2.505
H -3.077 2.297 0.902
H -5.343 -1.290 1.171
H -4.672 -2.916 2.755
H -3.900 -4.493 2.558
H -2.945 -3.095 3.069
H -5.572 -3.208 0.411
H -4.467 -3.286 -0.958
H -4.666 -4.683 0.105
H -1.346 -3.657 1.189
H -2.429 -4.969 0.690
H -1.915 -3.736 -0.471
H -6.581 -0.120 2.566
H -5.620 1.112 3.381
H -7.228 1.510 2.758
H -6.871 -0.042 0.027
H -7.617 1.546 0.224
H -6.246 1.338 -0.878
H -4.843 3.179 2.071
H -5.056 3.226 0.315
H -6.453 3.369 1.379
H 1.236 4.182 4.398
H 3.659 4.332 1.443
H 5.058 3.437 2.040
H 3.882 2.632 0.988
H 3.301 4.878 3.976
H 3.122 3.537 5.115
H 4.664 3.812 4.315
H 3.367 0.773 2.645
H 4.707 1.446 3.588
H 3.126 1.183 4.339
Cl -3.697 -6.001 -3.351
C -2.750 -4.564 -3.096
C -3.358 -3.318 -3.196
C -2.591 -2.198 -2.978
Cl -3.384 -0.619 -3.000
C -1.201 -2.213 -2.690
O -0.517 -1.141 -2.582
C -0.646 -3.512 -2.545
C 0.743 -3.721 -2.091
O 1.553 -2.869 -1.818
C -1.415 -4.651 -2.760
H -4.412 -3.239 -3.417
H 1.010 -4.793 -1.986
H -0.958 -5.624 -2.632
Te -1.239 1.065 -2.128
C -2.644 2.683 -2.239
C -2.532 3.773 -1.389
C -3.409 4.843 -1.509
C -4.430 4.803 -2.445
C -4.564 3.696 -3.272
C -3.667 2.643 -3.182
C -0.900 1.379 -4.222
C -0.800 2.691 -4.673
C -0.522 2.945 -6.005
C -0.352 1.892 -6.894
C -0.461 0.588 -6.443
C -0.719 0.325 -5.103
H -1.764 3.813 -0.635
H -3.300 5.697 -0.853
H -5.123 5.628 -2.526
H -5.357 3.658 -4.006
H -3.753 1.824 -3.884
H -0.941 3.526 -3.998
H -0.447 3.967 -6.347
H -0.138 2.091 -7.935
H -0.334 -0.239 -7.127
H -0.770 -0.694 -4.763
C 0.330 -0.838 5.895
C 1.607 -1.320 5.654
C 2.069 -1.508 4.360
C 1.253 -1.219 3.261
C -0.044 -0.757 3.515
C -0.489 -0.557 4.809
N 1.731 -1.324 1.956
C 2.886 -2.074 1.681
C 3.929 -1.493 0.961
C 5.031 -2.246 0.576
C 5.127 -3.579 0.937
C 4.101 -4.158 1.679
C 2.988 -3.422 2.037
H -0.021 -0.687 6.907
H 2.266 -1.543 6.483
H 3.080 -1.858 4.199
H -0.713 -0.563 2.694
H -1.494 -0.187 4.965
H 3.877 -0.435 0.730
H 5.827 -1.779 0.010
H 5.989 -4.164 0.649
H 4.164 -5.200 1.965
H 2.178 -3.878 2.593
C 5.135 1.542 -2.736
C 3.809 1.459 -3.479
C 2.685 2.118 -2.750
N 1.490 1.663 -2.755
N 0.633 2.432 -2.003
C 1.232 3.384 -1.325
N 0.661 4.157 -0.375
S 2.889 3.532 -1.758
H 5.904 0.994 -3.278
H 5.052 1.114 -1.737
H 5.478 2.573 -2.634
H 3.504 0.421 -3.623
H 3.891 1.909 -4.472
H 0.083 3.625 0.281
H 1.312 4.737 0.136
*
```

#B
Below is a structure of composition C63H70BiCl2N5O4STe, with properties calculated with wB97M-V/def2-TZVPD.

- orbital gap (eV) = 6.3564

Structure (ORCA input):
```
! RIJCOSX wB97M-V def2-TZVPD def2/J DEFGRID3
* xyz 0 1
Bi -0.136 1.085 -0.272
C 1.717 -2.846 -6.812
C 1.521 -3.083 -5.312
C 2.812 -3.697 -4.755
C 0.361 -4.074 -5.136
C 1.234 -1.805 -4.537
C 0.903 -1.906 -3.194
C 0.618 -0.789 -2.430
N 0.224 -0.824 -1.089
C 0.663 -1.808 -0.194
C 0.548 -3.172 -0.398
C 1.172 -4.073 0.455
C 1.981 -3.558 1.453
C 2.051 -2.202 1.763
C 1.226 -1.339 1.027
O 0.886 -0.103 1.401
C 3.054 -1.762 2.833
C 4.437 -2.330 2.462
C 3.201 -0.243 2.920
C 2.687 -2.297 4.224
C 1.045 -5.563 0.184
C 1.845 -5.866 -1.091
C 1.607 -6.410 1.329
C -0.430 -5.935 -0.011
C 0.755 0.498 -3.013
O 0.487 1.565 -2.247
C 1.155 0.626 -4.349
C 1.337 -0.541 -5.089
C 1.417 1.955 -5.060
C 1.513 3.154 -4.115
C 2.755 1.865 -5.811
C 0.301 2.228 -6.081
H 1.865 -3.800 -7.314
H 2.595 -2.232 -6.997
H 0.846 -2.364 -7.253
H 3.025 -4.648 -5.241
H 2.734 -3.866 -3.685
H 3.645 -3.020 -4.930
H 0.551 -4.977 -5.712
H -0.573 -3.633 -5.478
H 0.238 -4.365 -4.097
H 0.893 -2.873 -2.731
H -0.079 -3.526 -1.200
H 2.568 -4.233 2.050
H 4.724 -2.022 1.460
H 4.455 -3.416 2.509
H 5.182 -1.957 3.162
H 3.447 0.175 1.950
H 3.998 0.004 3.618
H 2.284 0.229 3.268
H 2.592 -3.381 4.217
H 1.756 -1.868 4.587
H 3.472 -2.035 4.931
H 2.882 -5.570 -0.951
H 1.449 -5.312 -1.938
H 1.812 -6.926 -1.331
H 2.683 -6.282 1.412
H 1.407 -7.463 1.141
H 1.147 -6.137 2.276
H -0.840 -5.496 -0.916
H -1.017 -5.580 0.834
H -0.533 -7.015 -0.088
H 1.589 -0.453 -6.131
H 2.286 2.992 -3.372
H 0.583 3.337 -3.587
H 1.764 4.046 -4.685
H 3.533 1.516 -5.139
H 3.036 2.844 -6.191
H 2.702 1.185 -6.656
H -0.631 2.481 -5.577
H 0.131 1.363 -6.720
H 0.573 3.076 -6.709
Cl 3.120 6.943 -2.529
C 2.686 5.593 -1.538
C 3.610 4.554 -1.360
C 3.257 3.476 -0.592
Cl 4.351 2.172 -0.373
C 1.980 3.362 0.040
O 1.670 2.321 0.712
C 1.081 4.460 -0.139
C -0.188 4.481 0.521
O -0.644 3.638 1.293
C 1.457 5.557 -0.937
H 4.578 4.598 -1.838
H -0.795 5.378 0.302
H 0.763 6.374 -1.072
Te -0.588 1.293 2.747
C 0.125 0.719 4.718
C 1.051 1.699 5.063
C 1.680 1.673 6.293
C 1.387 0.657 7.188
C 0.449 -0.304 6.858
C -0.190 -0.280 5.626
C -2.179 2.223 3.909
C -2.859 1.457 4.851
C -3.911 1.989 5.569
C -4.290 3.306 5.364
C -3.606 4.082 4.446
C -2.557 3.543 3.717
H 1.275 2.469 4.329
H 2.393 2.438 6.552
H 1.895 0.620 8.139
H 0.204 -1.086 7.560
H -0.901 -1.059 5.387
H -2.553 0.436 5.033
H -4.428 1.381 6.298
H -5.108 3.724 5.928
H -3.889 5.114 4.301
H -2.021 4.143 2.998
C -1.759 -4.194 3.028
C -2.827 -3.685 2.308
C -2.890 -2.343 1.982
C -1.901 -1.462 2.429
C -0.790 -1.998 3.072
C -0.715 -3.347 3.360
N -2.025 -0.084 2.264
C -3.300 0.422 1.893
C -4.399 0.145 2.709
C -5.667 0.566 2.361
C -5.875 1.259 1.178
C -4.792 1.535 0.365
C -3.513 1.137 0.722
H -1.725 -5.238 3.302
H -3.644 -4.329 2.014
H -3.718 -1.969 1.399
H 0.033 -1.344 3.323
H 0.151 -3.734 3.873
H -4.246 -0.436 3.606
H -6.494 0.351 3.022
H -6.868 1.572 0.889
H -4.925 2.054 -0.571
H -2.712 1.352 0.035
C -3.931 6.358 -1.114
C -2.896 6.108 -2.210
C -2.647 4.654 -2.395
N -2.534 3.793 -1.459
N -2.372 2.532 -1.866
C -2.358 2.397 -3.153
N -2.341 1.225 -3.819
S -2.532 3.931 -4.003
H -4.024 7.424 -0.921
H -3.631 5.856 -0.200
H -4.903 5.978 -1.419
H -1.951 6.599 -1.951
H -3.242 6.535 -3.153
H -1.978 0.427 -3.319
H -2.093 1.263 -4.797
*
```

Which of them is least stable? Easy: #B.

#A
Below is the ion C5H11N2 with charge +1, with properties calculated with wB97M-V/def2-TZVPD.

- SMILES = C=C=[N+](C)CNC
- orbital gap (eV) = 9.4040

Structure (ORCA input):
```
! RIJCOSX wB97M-V def2-TZVPD def2/J DEFGRID3
* xyz 1 1
C 0.958 -2.024 -0.843
C 0.965 -0.783 -0.515
N 0.879 0.434 -0.192
C 2.064 1.066 0.414
C -0.457 1.100 -0.254
N -1.409 0.060 -0.455
C -2.030 -0.492 0.728
H 0.495 -2.656 -0.040
H 1.316 -2.359 -1.833
H 1.993 0.990 1.521
H 3.001 0.627 0.128
H 2.140 2.102 0.100
H -0.703 1.822 0.541
H -0.467 1.692 -1.170
H -2.193 0.179 -1.182
H -1.308 -0.560 1.601
H -2.849 0.277 1.059
H -2.395 -1.476 0.393
*
```

#B
Below is the ion C5H11N2 with charge +1, with properties calculated with wB97M-V/def2-TZVPD.

- SMILES = C=[NH+]/C=C\CCN
- orbital gap (eV) = 8.6103

Structure (ORCA input):
```
! RIJCOSX wB97M-V def2-TZVPD def2/J DEFGRID3
* xyz 1 1
C 2.293 1.081 -0.695
N 1.217 0.457 -0.328
C 0.996 -0.913 -0.759
C -0.132 -1.473 -0.168
C -1.594 -0.983 -0.087
C -1.567 0.523 0.247
N -0.805 0.949 1.377
H 2.973 0.324 -0.948
H 2.391 2.190 -0.477
H 0.442 0.678 0.504
H 1.927 -1.495 -0.852
H -0.005 -2.381 0.382
H -1.879 -1.123 -1.210
H -2.300 -1.654 0.553
H -2.693 0.742 0.514
H -1.313 1.053 -0.797
H -1.368 0.489 2.198
H -1.027 1.928 1.558
*
```

#C
Below is the ion C5H11N2 with charge +1, with properties calculated with wB97M-V/def2-TZVPD.

- SMILES = C=N/C=C/CC[NH3+]
- orbital gap (eV) = 9.5398

Structure (ORCA input):
```
! RIJCOSX wB97M-V def2-TZVPD def2/J DEFGRID3
* xyz 1 1
C -0.068 0.223 -3.246
N 0.470 -0.320 -2.236
C 0.777 0.439 -1.090
C -0.143 0.874 -0.219
C 0.152 0.997 1.256
C -0.497 -0.231 1.935
N -0.054 -1.503 1.254
H -0.295 1.289 -3.255
H -0.318 -0.415 -4.086
H 1.839 0.629 -0.956
H -1.167 1.038 -0.544
H -0.428 1.809 1.698
H 1.223 1.067 1.423
H -0.185 -0.365 2.962
H -1.578 -0.180 1.853
H -0.584 -2.315 1.568
H 0.942 -1.649 1.442
H -0.083 -1.387 0.241
*
```

Which of them is least stable? Easy: #B.